[1]
Here is a 2-piece molecular cluster, C2H7N3O overall at a distorted geometry from the OMol25 dataset. Energies are from the ωB97M-V functional and the def2-TZVPD basis.

For the HOMO-LUMO gap, the calculation gives 9.86 eV. The calculation puts the relative energy (zero: lowest compared OMol25 entry of this formula, charge and spin) at 156.0 kcal per mole. Its HOMO energy is -9.2628 eV. The calculation puts the LUMO energy at 0.0219 hartree.

Geometry (Å):
O 2.342 -0.812 -0.378
N 1.151 1.406 -0.027
N -1.012 0.439 -0.214
N -1.815 -0.604 -0.159
C 0.924 -0.869 0.170
C 0.378 0.455 -0.120
H -2.267 -0.512 0.833
H 0.965 2.501 -0.392
H 0.660 -1.114 1.144
H 0.448 -1.619 -0.529
H 2.515 0.282 0.515
H -2.680 -0.862 -0.844
H -1.610 1.309 -0.001

[2]
Here is C2H7N3O as an isolated structure at a distorted geometry from the OMol25 dataset. Energies are from the ωB97M-V functional and the def2-TZVPD basis.

For the HOMO-LUMO gap (spin up / spin down), the calculation gives 7.36 / 7.38 eV. The calculation puts the relative energy (zero: lowest compared OMol25 entry of this formula, charge and spin) at 131.7 kcal per mole. Its HOMO energy (spin up / spin down) is -7.5369 / -7.5507 eV. The calculation puts the LUMO energy (spin up / spin down) at -0.0065 / -0.0061 hartree.

Geometry (Å):
O -0.226 2.074 0.033
N 0.949 -1.041 -0.061
N 1.129 0.490 -1.041
N -1.317 -1.393 0.382
C -0.181 0.828 -0.640
C -0.360 -0.460 0.443
H -1.110 2.185 0.406
H -0.893 0.771 -1.465
H 1.565 -1.479 0.633
H -1.959 -1.316 1.168
H 1.793 1.009 -0.462
H 0.742 -1.718 -0.792
H -0.133 0.050 1.394

[3]
Here is C2H7N3O in the gas phase at a distorted geometry from the OMol25 dataset. Energies are from the ωB97M-V functional and the def2-TZVPD basis.

For the HOMO-LUMO gap, the calculation gives 10.08 eV. The calculation puts the relative energy (zero: lowest compared OMol25 entry of this formula, charge and spin) at 143.8 kcal per mole. Its HOMO energy is -9.0896 eV. As for the SMILES: CO/N=C\NN. The calculation puts the LUMO energy at 0.0363 hartree.

Geometry (Å):
O 1.137 -0.345 -0.264
N 0.534 0.938 -0.190
N -2.495 -0.504 -0.086
N -1.183 -0.475 0.210
C -0.621 0.857 0.150
C 2.591 -0.310 0.148
H -2.794 0.281 -0.714
H 2.756 0.045 1.317
H -1.302 1.803 0.322
H -2.849 -0.034 0.802
H 2.632 -1.401 0.293
H -0.704 -1.139 -0.505
H 3.349 0.212 -0.731

[4]
Here is a 2-piece molecular cluster, C2H7N3O2 overall at a distorted geometry from the OMol25 dataset. Energies are from the ωB97M-V functional and the def2-TZVPD basis.

For the HOMO-LUMO gap, the calculation gives 9.67 eV. The calculation puts the relative energy (zero: lowest compared OMol25 entry of this formula, charge and spin) at 72.6 kcal per mole. Its HOMO energy is -8.9509 eV. As for the SMILES: C=NNC(N)=O.O. The calculation puts the LUMO energy at 0.0264 hartree.

Geometry (Å):
O -1.112 -2.886 -1.086
O 1.327 1.470 -0.431
N -0.327 0.067 0.354
N 0.684 -0.430 1.197
N -0.695 1.540 -1.472
C 0.521 -0.099 2.416
C 0.171 1.108 -0.541
H -0.390 2.245 -2.120
H -1.692 1.491 -1.264
H -0.567 -0.126 2.660
H 1.197 -0.094 3.259
H -0.544 -3.589 -0.667
H -0.480 -2.325 -1.482
H -1.025 -0.575 -0.052

[5]
Here is C2H7N3O2 in the gas phase at a distorted geometry from the OMol25 dataset. Energies are from the ωB97M-V functional and the def2-TZVPD basis.

For the HOMO-LUMO gap, the calculation gives 8.55 eV. The calculation puts the relative energy (zero: lowest compared OMol25 entry of this formula, charge and spin) at 116.7 kcal per mole. Its HOMO energy is -8.1265 eV. As for the SMILES: NCC(=O)N([NH3+])[O-]. The calculation puts the LUMO energy at 0.0157 hartree.

Geometry (Å):
O -0.006 1.301 -0.717
O -1.243 -1.355 1.048
N -1.002 -0.625 -0.060
N -2.319 0.242 -0.111
N 2.575 0.287 -0.127
C 1.396 -0.471 0.216
C 0.087 0.171 -0.247
H -1.977 1.201 -0.273
H 1.320 -0.592 1.301
H 2.517 1.222 0.261
H -2.521 -0.207 0.885
H 1.457 -1.480 -0.196
H -2.935 -0.089 -0.846
H 2.652 0.396 -1.132

[6]
Here is a 2-piece molecular cluster, C2H7N3O2 overall at a distorted geometry from the OMol25 dataset. Energies are from the ωB97M-V functional and the def2-TZVPD basis.

For the HOMO-LUMO gap, the calculation gives 9.30 eV. The calculation puts the relative energy (zero: lowest compared OMol25 entry of this formula, charge and spin) at 92.9 kcal per mole. Its HOMO energy is -8.4930 eV. The calculation puts the LUMO energy at 0.0296 hartree.

Geometry (Å):
O -2.271 -0.969 -0.005
O -2.141 1.213 0.128
N -1.678 0.094 0.027
N 0.410 -1.215 -0.849
N 0.502 1.135 -0.856
C 0.985 -0.037 1.210
C 0.326 -0.041 -0.136
H 0.369 0.427 1.972
H 0.109 -2.027 -0.328
H 0.284 1.954 -0.300
H 1.908 0.534 1.117
H -0.025 -1.182 -1.763
H 1.234 -1.050 1.508
H -0.014 1.164 -1.725

[7]
Here is C2H7N3O2 in the gas phase at a distorted geometry from the OMol25 dataset. Energies are from the ωB97M-V functional and the def2-TZVPD basis.

For the HOMO-LUMO gap, the calculation gives 10.06 eV. The calculation puts the relative energy (zero: lowest compared OMol25 entry of this formula, charge and spin) at 145.9 kcal per mole. Its HOMO energy is -9.4001 eV. As for the SMILES: CNC/N=[N+](/[O-])O. The calculation puts the LUMO energy at 0.0243 hartree.

Geometry (Å):
O -0.814 -1.446 1.625
O 0.686 -2.951 0.673
N 0.326 -1.825 0.684
N 0.353 1.520 -0.479
N 0.740 -0.881 0.111
C -0.328 1.051 -1.642
C 0.161 0.597 0.603
H -0.651 -1.865 2.469
H 0.832 0.827 1.413
H -0.098 1.685 -2.537
H -1.424 1.140 -1.403
H -0.868 0.543 0.849
H -0.219 -0.108 -1.715
H 1.305 1.712 -0.652

[8]
Here is a 2-piece molecular cluster, C2H7N3O2 overall at a distorted geometry from the OMol25 dataset. Energies are from the ωB97M-V functional and the def2-TZVPD basis.

Its net charge is +2. For the HOMO-LUMO gap (spin up / spin down), the calculation gives 9.31 / 9.31 eV. The calculation puts the relative energy (zero: lowest compared OMol25 entry of this formula, charge and spin) at 44.1 kcal per mole. Its HOMO energy (spin up / spin down) is -17.9030 / -17.8989 eV. The calculation puts the LUMO energy (spin up / spin down) at -0.3157 / -0.3157 hartree.

Geometry (Å):
O 1.288 0.254 0.140
O -1.773 0.010 0.097
N 2.492 0.421 -0.004
N 4.571 -0.782 0.161
N -4.009 0.435 0.095
C -2.791 -0.282 -0.398
C 3.464 -0.363 -0.228
H 2.576 1.450 -0.369
H -4.483 1.008 -0.591
H 5.085 -0.637 1.126
H -4.883 -0.022 0.394
H -2.837 -1.105 -1.124
H -3.886 1.033 0.979
H 5.186 -1.421 -0.279

[9]
Here is a 2-piece molecular cluster, C2H7N3O3 overall at a distorted geometry from the OMol25 dataset. Energies are from the ωB97M-V functional and the def2-TZVPD basis.

For the HOMO-LUMO gap, the calculation gives 9.60 eV. The calculation puts the relative energy (zero: lowest compared OMol25 entry of this formula, charge and spin) at 153.4 kcal per mole. Its HOMO energy is -9.5127 eV. The calculation puts the LUMO energy at 0.0033 hartree.

Geometry (Å):
O 1.553 1.538 -0.740
O -0.714 1.433 1.252
O 1.412 -0.478 -1.542
N 0.704 -2.113 0.206
N -0.379 0.346 -0.753
N 0.915 0.483 -0.992
C -0.275 -1.333 0.659
C -1.080 1.424 -0.136
H -1.188 -1.472 0.119
H 1.578 -2.322 0.592
H -0.316 -0.838 1.669
H 0.147 1.676 1.165
H -0.938 2.461 -0.444
H 0.686 -2.077 -0.825
H -2.105 1.272 -0.229

[10]
Here is C2H7N3O3 in the gas phase from the OMol25 dataset. Energies are from the ωB97M-V functional and the def2-TZVPD basis.

For the HOMO-LUMO gap, the calculation gives 10.40 eV. The calculation puts the relative energy (zero: lowest compared OMol25 entry of this formula, charge and spin) at 67.9 kcal per mole. Its HOMO energy is -9.6987 eV. As for the SMILES: NC1(N)O[C@H](O)N1O. The calculation puts the LUMO energy at 0.0259 hartree.

Geometry (Å):
O -0.516 -2.009 0.160
O 0.907 0.950 0.325
O 1.797 -0.944 -0.702
N -0.084 -0.819 0.728
N -1.000 0.371 -1.163
N -1.488 1.103 0.986
C 1.286 -0.376 0.475
C -0.580 0.438 0.165
H -0.232 -2.015 -0.774
H -1.528 1.170 -1.476
H -1.259 0.968 1.961
H 2.568 -0.432 -0.972
H 1.965 -0.557 1.318
H -0.273 0.065 -1.798
H -1.564 2.087 0.768

[11]
Here is a 2-piece molecular cluster, C2H7N3OS overall at a distorted geometry from the OMol25 dataset. Energies are from the ωB97M-V functional and the def2-TZVPD basis.

For the HOMO-LUMO gap, the calculation gives 9.23 eV. The calculation puts the relative energy (zero: lowest compared OMol25 entry of this formula, charge and spin) at 135.9 kcal per mole. Its HOMO energy is -8.7521 eV. The calculation puts the LUMO energy at 0.0174 hartree.

Geometry (Å):
S -2.643 -1.167 -1.011
O 0.550 1.046 0.212
N 0.130 -2.147 -1.150
N -1.312 -0.497 -0.281
N 1.015 -0.400 0.000
C 1.067 1.678 1.454
C -0.124 -1.096 -0.393
H -1.085 0.526 0.144
H -0.805 -2.501 -1.610
H 1.132 0.823 2.661
H 2.257 2.224 1.340
H 1.878 -0.283 -0.422
H 0.495 2.751 1.292
H -2.556 -0.958 -2.236

[12]
Here is C2H7N3OS in the gas phase at a distorted geometry from the OMol25 dataset. Energies are from the ωB97M-V functional and the def2-TZVPD basis.

For the HOMO-LUMO gap, the calculation gives 9.06 eV. The calculation puts the relative energy (zero: lowest compared OMol25 entry of this formula, charge and spin) at 38.7 kcal per mole. Its HOMO energy is -8.5168 eV. As for the SMILES: CN(N)C(=S)NO. The calculation puts the LUMO energy at 0.0201 hartree.

Geometry (Å):
S 2.454 -0.819 -0.075
O -1.191 -1.785 0.379
N -0.012 -1.694 -0.360
N 0.925 1.748 0.302
N 0.180 0.582 0.010
C 0.808 -0.592 -0.125
C -1.200 0.861 -0.411
H 1.729 1.801 -0.347
H -0.956 -1.887 1.319
H -1.175 1.834 -0.856
H 1.341 1.599 1.224
H -1.523 0.109 -1.151
H 0.499 -2.589 -0.386
H -1.879 0.834 0.477

[13]
Here is C2H7N3OS in the gas phase at a distorted geometry from the OMol25 dataset. Energies are from the ωB97M-V functional and the def2-TZVPD basis.

For the HOMO-LUMO gap, the calculation gives 9.72 eV. The calculation puts the relative energy (zero: lowest compared OMol25 entry of this formula, charge and spin) at 74.0 kcal per mole. Its HOMO energy is -9.0674 eV. As for the SMILES: [H]/N=C(\NS)NOC. The calculation puts the LUMO energy at 0.0239 hartree.

Geometry (Å):
S -0.775 2.052 -0.205
O 0.986 -0.197 0.572
N -1.520 0.724 0.461
N -1.998 -1.624 -0.166
N 0.053 -0.813 -0.241
C 2.171 0.025 -0.198
C -1.264 -0.598 0.059
H 2.848 0.413 0.544
H 0.231 -1.879 0.046
H 1.964 0.782 -1.027
H 2.454 -1.001 -0.511
H -3.024 -1.273 -0.505
H 0.456 2.363 0.554
H -2.582 1.026 0.618

[14]
Here is an isolated ion of composition C2H7N3P3 and charge +1 at a distorted geometry from the OMol25 dataset. Energies are from the ωB97M-V functional and the def2-TZVPD basis.

Its net charge is +1. For the HOMO-LUMO gap, the calculation gives 8.54 eV. The calculation puts the relative energy (zero: lowest compared OMol25 entry of this formula, charge and spin) at 31.5 kcal per mole. Its HOMO energy is -12.3857 eV. As for the SMILES: CC#[N+]PN/P=N/P. The calculation puts the LUMO energy at -0.1415 hartree.

Geometry (Å):
P -2.463 -0.728 -0.718
P -4.832 1.038 -0.007
P 0.192 -1.909 0.235
N 1.833 -0.814 0.340
N -1.133 -0.875 0.491
N -3.278 0.312 0.065
C 3.864 0.362 -0.520
C 2.757 -0.231 0.017
H -1.147 -0.655 1.456
H 3.593 1.019 -1.463
H 4.500 -0.460 -1.066
H -4.427 1.693 -1.196
H 4.451 1.053 0.243
H 0.452 -2.195 1.586
H -4.361 2.389 0.537

[15]
Here is C2H7N3S in the gas phase at a distorted geometry from the OMol25 dataset. Energies are from the ωB97M-V functional and the def2-TZVPD basis.

For the HOMO-LUMO gap, the calculation gives 8.67 eV. The calculation puts the relative energy (zero: lowest compared OMol25 entry of this formula, charge and spin) at 20.4 kcal per mole. Its HOMO energy is -7.9807 eV. As for the SMILES: CNC(=S)NN. The calculation puts the LUMO energy at 0.0255 hartree.

Geometry (Å):
S 2.894 -0.103 0.005
N 0.713 1.244 0.056
N 0.445 -1.166 -0.147
N -0.666 1.517 -0.161
C -0.988 -1.330 0.093
C 1.241 -0.013 -0.061
H 1.410 1.937 0.259
H -0.758 2.403 -0.678
H -1.139 -2.374 0.054
H 0.942 -1.971 -0.590
H -1.113 1.675 0.760
H -1.309 -0.949 1.055
H -1.672 -0.871 -0.644

[16]
Here is C2H7N3S in the gas phase at a distorted geometry from the OMol25 dataset. Energies are from the ωB97M-V functional and the def2-TZVPD basis.

For the HOMO-LUMO gap, the calculation gives 8.98 eV. The calculation puts the relative energy (zero: lowest compared OMol25 entry of this formula, charge and spin) at 71.5 kcal per mole. Its HOMO energy is -8.5192 eV. As for the SMILES: [H]/N=C(\NC)NS. The calculation puts the LUMO energy at 0.0168 hartree.

Geometry (Å):
S 0.122 0.588 -2.284
N -0.324 0.339 1.569
N -0.196 0.613 -0.623
N 0.284 -1.660 0.089
C -0.126 -0.163 2.826
C 0.012 -0.364 0.306
H 0.444 -2.228 1.026
H -0.917 1.044 1.528
H 0.152 0.682 3.691
H 0.666 -1.029 2.952
H -1.029 -0.763 3.395
H -0.060 1.619 -0.183
H 1.123 -0.611 -1.902

[17]
Here is C2H7N3S2 in the gas phase at a distorted geometry from the OMol25 dataset. Energies are from the ωB97M-V functional and the def2-TZVPD basis.

For the HOMO-LUMO gap, the calculation gives 9.66 eV. The calculation puts the relative energy (zero: lowest compared OMol25 entry of this formula, charge and spin) at 11.0 kcal per mole. Its HOMO energy is -9.0955 eV. As for the SMILES: [H]/N=C(/NS)N(C)S. The calculation puts the LUMO energy at 0.0207 hartree.

Geometry (Å):
S -0.878 -1.572 -0.361
S 2.175 -0.325 0.501
N -0.968 0.039 0.151
N 1.176 0.554 -0.592
N -0.289 2.263 -0.390
C -2.199 0.354 0.843
C -0.109 0.989 -0.249
H -2.008 1.296 1.347
H -1.426 -1.408 -1.578
H -2.444 -0.424 1.592
H 2.206 -1.479 -0.187
H 1.609 1.349 -1.033
H -3.006 0.437 0.095
H -1.269 2.519 -0.221

[18]
Here is C2H7N3S2 in the gas phase at a distorted geometry from the OMol25 dataset. Energies are from the ωB97M-V functional and the def2-TZVPD basis.

For the HOMO-LUMO gap, the calculation gives 8.93 eV. The calculation puts the relative energy (zero: lowest compared OMol25 entry of this formula, charge and spin) at 49.5 kcal per mole. Its HOMO energy is -8.4901 eV. As for the SMILES: N/N=C(/CS)NS. The calculation puts the LUMO energy at 0.0163 hartree.

Geometry (Å):
S -2.600 -0.550 -0.472
S 2.090 -1.445 0.129
N 0.669 -0.701 -0.605
N 1.403 1.810 -0.310
N 0.237 1.412 0.281
C -1.370 -0.243 0.890
C -0.081 0.158 0.202
H 1.363 2.835 -0.405
H -3.760 -1.190 0.329
H 1.687 1.253 -1.092
H -1.595 0.541 1.648
H -0.022 -1.294 -0.960
H -1.099 -1.255 1.425
H 3.079 -1.332 -1.060